{
  "formula": "CH8N6",
  "method": "ωB97M-V/def2-TZVPD",
  "e_lumo_ev": -8.470,
  "e_tot_ha": -370.48890,
  "e_above_lowest_ev": 2.9108,
  "total_charge": 2,
  "smiles": "N[N@@H+]1NC12N[NH2+]N2",
  "symbols": ["N", "N", "N", "C", "N", "N", "N", "H", "H", "H", "H", "H", "H", "H", "H"],
  "coordinates": [[-0.220771, -1.243229, -1.415243], [-0.663453, -1.330585, -0.121250], [-1.598793, -0.136993, -0.160424], [-0.407452, 0.371440, 0.291752], [0.688117, 1.050782, -0.484394], [1.401040, 1.313886, 0.738678], [0.255770, 0.763919, 1.483162], [0.108855, -2.175325, -1.829790], [-1.143151, -1.315480, -1.922538], [-0.740458, -2.160558, 0.428471], [-2.488867, -0.169240, 0.393139], [0.468207, 1.747809, -1.234581], [2.280935, 0.906818, 0.651912], [1.580513, 2.393907, 1.028827], [0.479508, -0.017151, 2.152277]],
  "atomic_forces_ev_per_a": [[-1.0, -4.1, -4.8], [0.0, 4.7, -0.2], [0.0, -0.7, 2.2], [3.2, 0.6, -1.0], [-3.3, -1.4, -0.2], [-3.2, 4.5, 0.2], [0.5, -1.5, 1.5], [0.5, 1.2, 1.5], [1.0, 0.8, -0.2], [-0.7, -0.6, 0.8], [1.0, 0.0, -0.2], [0.6, -0.3, 1.0], [2.2, -1.9, 0.6], [-0.8, -2.6, -0.8], [0.0, 1.2, -0.4]],
  "mulliken_charge": [-0.613, 0.122, -0.339, 0.543, -0.263, 0.122, -0.283, 0.336, 0.307, 0.272, 0.350, 0.317, 0.343, 0.437, 0.347]
}